Entry 1:
Entry from the OMol25 dataset: a molecular structure, C28H71AlClN4O8 (ωB97M-V/def2-TZVPD).

2S+1	1
lowest unoccupied orbital energy	0.0679	Eh
HOMO level	-4.612	eV
frontier orbital gap	0.23741	Eh
charge	-1

XYZ file:
```
113
C28H71AlClN4O8 ωB97M-V/def2-TZVPD
Cl -2.074 4.399 -4.492
Al -2.090 2.176 -4.809
O 6.018 -8.043 0.195
O 1.474 1.626 9.737
O 1.452 -0.999 3.240
O -3.751 8.268 -9.821
O -0.520 1.482 -0.191
O -1.207 -1.187 7.204
O -5.592 4.014 -9.191
O 4.382 -3.950 1.644
N 0.470 -1.188 9.895
N 0.518 -1.460 0.420
N -4.570 6.516 -7.525
N 6.752 -5.973 2.228
C -0.820 0.175 7.213
C -4.918 9.059 -9.800
C -4.079 0.050 -4.842
C -5.322 4.892 -10.261
C 2.207 0.516 10.239
C 0.404 0.719 -0.951
C -0.063 -2.291 9.101
C 4.746 -4.509 2.889
C 6.951 -7.620 -0.778
C -3.207 6.786 -7.961
C -3.716 1.275 -3.966
C 0.292 -1.536 3.839
C 0.217 -0.790 -0.848
C 1.820 -0.771 9.541
C -3.259 0.810 -2.562
C 4.129 -4.877 0.605
C 6.569 -8.306 1.478
C 1.897 -1.335 0.870
C 2.077 -1.851 2.281
C -5.577 -0.156 -5.024
C -3.079 8.166 -8.566
C -4.630 4.022 -8.142
C 6.223 -4.866 3.020
C -0.208 1.618 1.177
C 0.524 2.165 10.633
C -4.815 5.132 -7.116
C -0.209 -2.108 7.593
C 6.140 -7.268 2.494
H -2.012 1.827 -6.382
H 0.032 -0.899 4.684
H 0.222 0.983 -1.995
H 6.450 -7.652 -1.744
H -0.643 2.558 1.521
H 3.687 -5.802 0.985
H -3.445 8.929 -7.872
H -2.847 6.062 -8.705
H -0.997 0.640 8.187
H 3.144 -1.857 2.508
H -4.164 4.912 -6.269
H -2.021 8.363 -8.757
H -4.733 10.030 -9.329
H 0.820 -1.260 -1.631
H 6.649 -5.751 1.247
H 2.081 0.425 11.322
H -0.525 -3.071 7.183
H -2.545 6.722 -7.093
H -4.578 1.938 -3.884
H 0.744 -1.863 7.106
H -0.827 -1.001 -1.086
H 1.430 1.036 -0.719
H 0.965 2.352 11.616
H 3.263 0.712 10.037
H -5.219 9.225 -10.834
H 0.872 1.651 1.349
H -4.760 3.075 -7.615
H -0.646 0.814 1.778
H 0.564 -3.172 9.277
H 7.660 -8.373 1.427
H 1.946 -0.611 8.462
H -5.749 5.886 -10.091
H -3.618 4.003 -8.560
H -6.089 -0.270 -4.070
H -2.662 1.589 -2.089
H -3.644 -0.844 -4.400
H -3.638 0.162 -5.835
H 0.470 -2.551 4.210
H 1.711 -2.878 2.370
H 6.432 -5.071 4.075
H 0.230 0.300 6.935
H 3.423 -4.413 -0.084
H -5.744 8.565 -9.277
H 7.297 -6.596 -0.604
H -1.054 -2.526 9.498
H -4.248 4.988 -10.446
H -1.437 0.695 6.480
H -5.764 -1.043 -5.634
H -0.349 1.514 10.753
H -0.154 -0.397 9.815
H -4.088 0.541 -1.904
H 2.258 -0.298 0.848
H 5.043 -7.230 2.483
H -6.025 0.683 -5.555
H 7.819 -8.286 -0.812
H 6.186 -9.279 1.798
H 4.539 -3.730 3.629
H 2.521 -1.556 9.844
H -0.100 -1.098 1.134
H -0.560 -1.552 3.151
H -5.215 6.762 -8.264
H 2.537 -1.923 0.205
H 0.187 3.113 10.217
H -0.787 1.534 -4.091
H 4.087 -5.352 3.133
H -5.792 4.479 -11.155
H -2.582 -0.031 -2.698
H 6.797 -3.975 2.754
H 6.451 -7.604 3.489
H -5.846 5.078 -6.755
H 5.037 -5.112 0.041
```

Atomic partial charges in e from the Mulliken method, atoms 1 to 2: number 1, Cl, carries -0.498; number 2, Al, carries 0.196

Entry 2:
Entry from the OMol25 dataset: C3H7NO in the gas phase (ωB97M-V/def2-TZVPD).

2S+1	1
lowest unoccupied orbital energy	0.0387	Eh
energy relative to the best compared isomer or geometry (same formula, charge and spin)	3.513	eV
HOMO level	-9.430	eV
structure (SMILES)	C/C=N/OC
frontier orbital gap	0.38523	Eh

XYZ file:
```
12
C3H7NO ωB97M-V/def2-TZVPD
O -0.776 1.379 0.739
N 0.026 0.932 -0.299
C 1.171 -0.615 -1.746
C 0.273 -0.297 -0.531
C -1.148 0.478 1.779
H -1.750 -0.309 1.387
H 1.360 -1.650 -1.995
H -1.642 1.143 2.435
H 0.736 -0.038 -2.617
H 2.175 -0.117 -1.439
H -0.179 0.243 2.287
H -0.245 -1.149 0.002
```

Atomic partial charges in e from the Mulliken method, atoms 1 to 2: number 1, O, carries -0.199; number 2, N, carries -0.325

Entry 3:
Entry from the OMol25 dataset: a molecular structure, C6H9CrO4 (ωB97M-V/def2-TZVPD).

<S²>	4.103
2S+1	4
lowest unoccupied orbital energy (spin up / spin down)	-0.4241 / -0.3658	Eh
energy relative to the best compared isomer or geometry (same formula, charge and spin)	0.000	eV
HOMO level (spin up / spin down)	-19.040 / -19.047	eV
frontier orbital gap (spin up / spin down)	0.27566 / 0.33414	Eh
charge	+2

XYZ file:
```
20
C6H9CrO4 ωB97M-V/def2-TZVPD
Cr 0.850 -0.771 1.057
O 0.151 -2.006 2.381
O 0.873 1.757 -1.071
O 2.022 0.081 -0.292
O -0.871 -3.498 1.060
C -0.669 -2.741 -0.098
C -0.119 3.844 -0.334
C 0.457 -2.801 -0.801
C -0.621 -2.945 2.220
C 0.929 0.716 -0.275
C -0.330 2.544 -1.076
H -1.138 1.948 -0.631
H -1.004 -3.541 3.058
H -0.566 2.722 -2.133
H 0.102 3.659 0.726
H 1.287 -3.445 -0.507
H 0.709 4.417 -0.775
H -1.032 4.452 -0.398
H 0.518 -2.236 -1.731
H -1.547 -2.157 -0.380
```

Atomic partial charges in e from the Mulliken method, atoms 1 to 2: number 1, Cr, carries 0.815; number 2, O, carries -0.484

Entry 4:
Entry from the OMol25 dataset: 2 unconnected molecules or ions with the total composition CH6N3S (ωB97M-V/def2-TZVPD).

<S²>	0.755
2S+1	2
lowest unoccupied orbital energy (spin up / spin down)	0.0317 / -0.1083	Eh
energy relative to the best compared isomer or geometry (same formula, charge and spin)	0.455	eV
HOMO level (spin up / spin down)	-9.011 / -8.824	eV
frontier orbital gap (spin up / spin down)	0.36285 / 0.21597	Eh

XYZ file:
```
11
CH6N3S ωB97M-V/def2-TZVPD
S 0.746 2.092 -0.656
N -0.745 -2.403 0.583
N 0.866 -0.691 0.596
N -1.386 -0.313 -0.254
C -0.469 -1.040 0.320
H 0.093 2.584 0.400
H -0.909 0.501 -0.752
H -1.643 -2.708 0.188
H 1.154 -0.997 1.535
H 0.005 -3.092 0.397
H 1.035 0.334 0.335
```

Atomic partial charges in e from the Mulliken method, atoms 1 to 2: number 1, S, carries -0.346; number 2, N, carries -0.525

Entry 5:
Entry from the OMol25 dataset: a gas-phase ion, C17H34N (charge +1) (ωB97M-V/def2-TZVPD).

2S+1	1
lowest unoccupied orbital energy	-0.0909	Eh
energy relative to the best compared isomer or geometry (same formula, charge and spin)	0.117	eV
HOMO level	-12.357	eV
structure (SMILES)	C#CC[N+](C)(C)CCCCCCCCCCCC
frontier orbital gap	0.36324	Eh
charge	+1

XYZ file:
```
52
C17H34N ωB97M-V/def2-TZVPD
N 2.213 -1.002 4.224
C 1.300 -2.118 2.099
C -1.993 2.866 -5.178
C -1.215 -1.053 -0.689
C -1.527 0.227 -1.465
C 0.066 -2.142 1.187
C -0.737 1.914 -3.205
C 1.964 0.173 5.083
C 3.968 -2.221 7.007
C 2.165 -2.233 5.070
C -1.737 1.626 -4.323
C 3.549 -0.876 3.616
C -4.343 2.272 -5.969
C -0.111 -0.874 0.354
C 3.155 -2.216 6.129
C -0.383 0.682 -2.370
C -2.910 2.600 -6.371
C 1.149 -1.046 3.175
H 0.489 0.924 -1.757
H 0.829 -0.641 -0.149
H 0.180 2.305 -3.653
H 0.191 -1.187 3.682
H 3.574 -0.017 2.947
H -0.376 -0.029 0.994
H 3.797 -1.772 3.053
H -4.752 3.061 -5.341
H -2.679 1.284 -3.894
H 1.167 -2.317 5.512
H -2.431 3.649 -4.555
H -1.139 2.691 -2.551
H 4.295 -0.742 4.397
H 2.063 1.089 4.505
H 0.173 -2.989 0.507
H 1.135 -0.067 2.692
H 1.404 -3.108 2.546
H 0.961 0.128 5.503
H -2.410 0.041 -2.077
H 2.177 -1.924 1.480
H -1.775 1.027 -0.764
H -2.124 -1.384 -0.181
H -4.394 1.334 -5.422
H -0.830 -2.317 1.786
H -2.502 1.777 -6.963
H -0.104 -0.136 -3.038
H 2.684 0.190 5.901
H -2.919 3.489 -7.005
H 2.343 -3.106 4.438
H -1.035 3.238 -5.550
H -0.924 -1.837 -1.390
H -1.347 0.827 -4.958
H -4.970 2.180 -6.853
H 4.676 -2.239 7.783
```

Atomic partial charges in e from the Mulliken method, atoms 1 to 2: number 1, N, carries -0.034; number 2, C, carries -0.315

Entry 6:
Entry from the OMol25 dataset: C4H13N2 in the gas phase (ωB97M-V/def2-TZVPD).

<S²>	0.751
2S+1	2
lowest unoccupied orbital energy (spin up / spin down)	0.0348 / 0.0276	Eh
energy relative to the best compared isomer or geometry (same formula, charge and spin)	2.361	eV
HOMO level (spin up / spin down)	-3.316 / -9.248	eV
frontier orbital gap (spin up / spin down)	0.15661 / 0.36750	Eh

XYZ file:
```
19
C4H13N2 ωB97M-V/def2-TZVPD
N 0.060 1.171 1.937
N 0.084 -0.972 0.371
C 1.113 0.022 -0.108
C -1.064 -0.595 -1.982
C -0.933 -1.383 -0.652
C 0.973 1.319 0.766
H 0.503 0.784 2.788
H -1.669 -1.119 -2.706
H 0.584 -1.720 0.821
H 0.412 2.011 0.125
H -0.769 0.591 1.703
H -0.381 2.054 2.265
H 1.968 1.728 1.093
H -1.350 0.454 -1.833
H 2.135 -0.309 0.054
H -0.596 -2.396 -0.964
H 0.902 0.362 -1.093
H -1.892 -1.523 -0.109
H -0.079 -0.479 -2.476
```

Atomic partial charges in e from the Mulliken method, atoms 1 to 2: number 1, N, carries -2.264; number 2, N, carries -0.367

no.,largest force on an atom (hartree/bohr)
1,0.01878
2,0.05673
3,0.10609
4,0.04540
5,0.02019
6,0.06116